7 unconnected molecules or ions with the total composition C54H124BN6 at a distorted geometry, computed with ωB97M-V with the def2-TZVPD basis set.

Bonds (Å) are listed after each position.
CARTESIAN COORDINATES (ANGSTROEM)
1 B 0.616 -0.070 -0.785  H2 1.079, H3 1.079, H4 1.079, H5 1.079
2 H 0.138 0.027 0.177  B1 1.079
3 H 1.371 -0.818 -0.598  B1 1.079
4 H -0.110 -0.414 -1.506  B1 1.079
5 H 1.025 0.881 -1.087  B1 1.079
6 C 4.501 3.510 10.298  C7 1.533, H16 1.090, H17 1.090, H18 1.090
7 C 3.418 2.831 9.450  C6 1.533, C8 1.547, H19 1.090, H20 1.090
8 C 3.880 2.445 8.024  C7 1.547, N9 1.596, H21 1.090, H22 1.090
9 N 3.177 1.135 7.443  C8 1.596, C10 1.534, C14 1.583, C15 1.551
10 C 3.195 1.069 5.911  N9 1.534, C11 1.541, H23 1.090, H24 1.090
11 C 2.832 -0.309 5.325  C10 1.541, C12 1.570, H25 1.090, H26 1.090
12 C 3.675 -1.513 5.875  C11 1.570, C13 1.539, H27 1.090, H28 1.090
13 C 3.518 -1.490 7.406  C12 1.539, C14 1.540, H29 1.090, H30 1.090
14 C 3.892 -0.141 8.048  N9 1.583, C13 1.540, H31 1.090, H32 1.090
15 C 1.692 1.099 7.888  N9 1.551, H33 1.090, H34 1.090, H35 1.090
16 H 4.098 3.793 11.271  C6 1.090
17 H 4.795 4.464 9.861  C6 1.090
18 H 5.398 2.913 10.464  C6 1.090
19 H 2.647 3.600 9.406  C7 1.090
20 H 3.201 1.898 9.969  C7 1.090
21 H 4.941 2.210 7.937  C8 1.090
22 H 3.630 3.291 7.385  C8 1.090
23 H 4.222 1.177 5.564  C10 1.090
24 H 2.672 1.912 5.458  C10 1.090
25 H 3.034 -0.379 4.256  C11 1.090
26 H 1.799 -0.598 5.519  C11 1.090
27 H 4.715 -1.355 5.588  C12 1.090
28 H 3.315 -2.473 5.503  C12 1.090
29 H 4.138 -2.225 7.918  C13 1.090
30 H 2.482 -1.659 7.697  C13 1.090
31 H 4.933 0.140 7.884  C14 1.090
32 H 3.715 -0.078 9.122  C14 1.090
33 H 1.418 2.080 7.500  C15 1.090
34 H 1.532 0.942 8.955  C15 1.090
35 H 1.218 0.296 7.324  C15 1.090
36 C -1.975 8.001 -4.517  C37 1.478, H46 1.090, H47 1.090, H48 1.090
37 C -0.939 8.042 -3.464  C36 1.478, C38 1.609, H49 1.090, H50 1.090
38 C -1.401 7.071 -2.267  C37 1.609, N39 1.486, H51 1.090, H52 1.090
39 N -0.472 6.730 -1.160  C38 1.486, C40 1.561, C44 1.565, C45 1.624
40 C -0.047 8.033 -0.412  N39 1.561, C41 1.592, H53 1.090, H54 1.090
41 C -1.207 8.644 0.493  C40 1.592, C42 1.476, H55 1.090, H56 1.090
42 C -1.862 7.635 1.347  C41 1.476, C43 1.497, H57 1.090, H58 1.090
43 C -2.221 6.369 0.634  C42 1.497, C44 1.530, H59 1.090, H60 1.090
44 C -1.111 5.695 -0.175  N39 1.565, C43 1.530, H61 1.090, H62 1.090
45 C 0.846 6.067 -1.839  N39 1.624, H63 1.090, H64 1.090, H65 1.090
46 H -2.736 8.751 -4.301  C36 1.090
47 H -2.468 7.029 -4.511  C36 1.090
48 H -1.436 8.142 -5.454  C36 1.090
49 H -0.785 9.071 -3.137  C37 1.090
50 H 0.047 7.699 -3.779  C37 1.090
51 H -1.685 6.086 -2.638  C38 1.090
52 H -2.296 7.481 -1.798  C38 1.090
53 H 0.282 8.775 -1.139  C40 1.090
54 H 0.776 7.740 0.239  C40 1.090
55 H -1.937 9.271 -0.019  C41 1.090
56 H -0.787 9.336 1.223  C41 1.090
57 H -2.827 7.961 1.735  C42 1.090
58 H -1.280 7.484 2.256  C42 1.090
59 H -3.121 6.518 0.039  C43 1.090
60 H -2.555 5.613 1.345  C43 1.090
61 H -1.247 4.767 -0.730  C44 1.090
62 H -0.291 5.494 0.516  C44 1.090
63 H 1.483 5.780 -1.002  C45 1.090
64 H 1.325 6.631 -2.639  C45 1.090
65 H 0.459 5.168 -2.316  C45 1.090
66 C -5.605 -1.241 -5.153  C67 1.571, H76 1.090, H77 1.090, H78 1.090
67 C -4.173 -0.856 -5.671  C66 1.571, C68 1.501, H79 1.090, H80 1.090
68 C -3.975 -0.826 -7.159  C67 1.501, N69 1.556, H81 1.090, H82 1.090
69 N -2.555 -0.376 -7.610  C68 1.556, C70 1.570, C74 1.507, C75 1.560
70 C -2.214 1.105 -7.217  N69 1.570, C71 1.500, H83 1.090, H84 1.090
71 C -3.060 2.091 -7.968  C70 1.500, C72 1.579, H85 1.090, H86 1.090
72 C -3.195 1.795 -9.513  C71 1.579, C73 1.513, H87 1.090, H88 1.090
73 C -3.341 0.336 -9.887  C72 1.513, C74 1.554, H89 1.090, H90 1.090
74 C -2.405 -0.614 -9.090  N69 1.507, C73 1.554, H91 1.090, H92 1.090
75 C -1.451 -1.226 -6.908  N69 1.560, H93 1.090, H94 1.090, H95 1.090
76 H -6.473 -0.636 -5.412  C66 1.090
77 H -5.708 -1.334 -4.072  C66 1.090
78 H -5.890 -2.155 -5.675  C66 1.090
79 H -3.555 -1.570 -5.126  C67 1.090
80 H -3.920 0.061 -5.139  C67 1.090
81 H -4.771 -0.181 -7.531  C68 1.090
82 H -4.090 -1.790 -7.656  C68 1.090
83 H -2.457 1.170 -6.157  C70 1.090
84 H -1.129 1.176 -7.299  C70 1.090
85 H -4.031 2.206 -7.487  C71 1.090
86 H -2.497 3.014 -7.825  C71 1.090
87 H -4.053 2.297 -9.959  C72 1.090
88 H -2.308 2.117 -10.059  C72 1.090
89 H -4.375 0.083 -9.652  C73 1.090
90 H -3.115 0.230 -10.948  C73 1.090
91 H -2.479 -1.697 -9.191  C74 1.090
92 H -1.395 -0.300 -9.353  C74 1.090
93 H -1.521 -1.140 -5.824  C75 1.090
94 H -0.458 -1.052 -7.324  C75 1.090
95 H -1.782 -2.255 -7.046  C75 1.090
96 C 8.676 -3.643 -5.315  C97 1.562, H106 1.090, H107 1.090, H108 1.090
97 C 7.599 -2.512 -5.320  C96 1.562, C98 1.607, H109 1.090, H110 1.090
98 C 7.627 -1.920 -3.827  C97 1.607, N99 1.633, H111 1.090, H112 1.090
99 N 6.779 -0.571 -3.469  C98 1.633, C100 1.514, C104 1.550, C105 1.530
100 C 7.399 0.598 -4.205  N99 1.514, C101 1.604, H113 1.090, H114 1.090
101 C 6.808 2.027 -3.778  C100 1.604, C102 1.539, H115 1.090, H116 1.090
102 C 6.927 2.165 -2.250  C101 1.539, C103 1.533, H117 1.090, H118 1.090
103 C 6.298 1.009 -1.464  C102 1.533, C104 1.511, H119 1.090, H120 1.090
104 C 6.822 -0.327 -1.939  N99 1.550, C103 1.511, H121 1.090, H122 1.090
105 C 5.351 -0.790 -3.971  N99 1.530, H123 1.090, H124 1.090, H125 1.090
106 H 8.710 -4.058 -6.323  C96 1.090
107 H 8.483 -4.486 -4.651  C96 1.090
108 H 9.727 -3.493 -5.069  C96 1.090
109 H 6.623 -2.870 -5.648  C97 1.090
110 H 7.941 -1.833 -6.102  C97 1.090
111 H 8.650 -1.696 -3.526  C98 1.090
112 H 7.254 -2.670 -3.129  C98 1.090
113 H 8.431 0.612 -3.855  C100 1.090
114 H 7.497 0.394 -5.272  C100 1.090
115 H 7.249 2.816 -4.388  C101 1.090
116 H 5.742 2.066 -4.000  C101 1.090
117 H 7.961 2.197 -1.908  C102 1.090
118 H 6.418 3.050 -1.868  C102 1.090
119 H 6.494 1.161 -0.403  C103 1.090
120 H 5.208 1.016 -1.428  C103 1.090
121 H 7.873 -0.437 -1.672  C104 1.090
122 H 6.324 -1.108 -1.365  C104 1.090
123 H 4.751 0.031 -3.578  C105 1.090
124 H 4.943 -1.695 -3.521  C105 1.090
125 H 5.236 -0.895 -5.049  C105 1.090
126 C -5.372 0.184 2.969  C127 1.555, H136 1.090, H137 1.090, H138 1.090
127 C -6.288 -0.700 3.861  C126 1.555, C128 1.552, H139 1.090, H140 1.090
128 C -6.660 0.134 5.115  C127 1.552, N129 1.614, H141 1.090, H142 1.090
129 N -7.580 -0.748 6.105  C128 1.614, C130 1.588, C134 1.539, C135 1.537
130 C -6.884 -2.093 6.584  N129 1.588, C131 1.542, H143 1.090, H144 1.090
131 C -5.725 -1.716 7.528  C130 1.542, C132 1.551, H145 1.090, H146 1.090
132 C -6.038 -0.711 8.666  C131 1.551, C133 1.492, H147 1.090, H148 1.090
133 C -6.786 0.498 8.212  C132 1.492, C134 1.569, H149 1.090, H150 1.090
134 C -8.011 0.096 7.318  N129 1.539, C133 1.569, H151 1.090, H152 1.090
135 C -8.879 -1.116 5.370  N129 1.537, H153 1.090, H154 1.090, H155 1.090
136 H -5.716 1.177 2.679  C126 1.090
137 H -5.215 -0.249 1.981  C126 1.090
138 H -4.391 0.276 3.436  C126 1.090
139 H -5.761 -1.634 4.051  C127 1.090
140 H -7.167 -0.956 3.268  C127 1.090
141 H -7.290 1.017 5.002  C128 1.090
142 H -5.733 0.456 5.590  C128 1.090
143 H -6.578 -2.755 5.774  C130 1.090
144 H -7.658 -2.608 7.152  C130 1.090
145 H -4.929 -1.324 6.895  C131 1.090
146 H -5.245 -2.569 8.009  C131 1.090
147 H -5.047 -0.517 9.076  C132 1.090
148 H -6.568 -1.308 9.408  C132 1.090
149 H -6.086 1.218 7.788  C133 1.090
150 H -7.208 0.987 9.090  C133 1.090
151 H -8.523 0.995 6.975  C134 1.090
152 H -8.764 -0.462 7.874  C134 1.090
153 H -9.483 -1.715 6.053  C135 1.090
154 H -8.645 -1.710 4.487  C135 1.090
155 H -9.362 -0.167 5.135  C135 1.090
156 C 2.472 -7.788 -4.549  C157 1.522, H166 1.090, H167 1.090, H168 1.090
157 C 1.923 -7.066 -3.326  C156 1.522, C158 1.552, H169 1.090, H170 1.090
158 C 0.962 -7.900 -2.436  C157 1.552, N159 1.563, H171 1.090, H172 1.090
159 N 0.680 -7.253 -1.042  C158 1.563, C160 1.554, C164 1.602, C165 1.572
160 C -0.127 -5.984 -1.433  N159 1.554, C161 1.598, H173 1.090, H174 1.090
161 C -0.697 -5.283 -0.115  C160 1.598, C162 1.537, H175 1.090, H176 1.090
162 C -1.578 -6.179 0.771  C161 1.537, C163 1.565, H177 1.090, H178 1.090
163 C -0.850 -7.533 1.064  C162 1.565, C164 1.533, H179 1.090, H180 1.090
164 C -0.259 -8.217 -0.173  N159 1.602, C163 1.533, H181 1.090, H182 1.090
165 C 1.971 -6.882 -0.224  N159 1.572, H183 1.090, H184 1.090, H185 1.090
166 H 3.018 -8.699 -4.306  C156 1.090
167 H 3.154 -7.191 -5.155  C156 1.090
168 H 1.647 -8.020 -5.222  C156 1.090
169 H 1.274 -6.247 -3.634  C157 1.090
170 H 2.746 -6.651 -2.743  C157 1.090
171 H 1.399 -8.812 -2.030  C158 1.090
172 H 0.016 -8.080 -2.947  C158 1.090
173 H -0.884 -6.298 -2.150  C160 1.090
174 H 0.395 -5.167 -1.932  C160 1.090
175 H -1.233 -4.385 -0.420  C161 1.090
176 H 0.177 -4.903 0.416  C161 1.090
177 H -2.570 -6.322 0.342  C162 1.090
178 H -1.841 -5.697 1.713  C162 1.090
179 H -1.514 -8.216 1.594  C163 1.090
180 H -0.036 -7.268 1.739  C163 1.090
181 H -1.085 -8.507 -0.822  C164 1.090
182 H 0.372 -9.063 0.100  C164 1.090
183 H 2.767 -7.580 -0.484  C165 1.090
184 H 1.903 -6.683 0.845  C165 1.090
185 H 2.312 -5.952 -0.677  C165 1.090

## Properties
relative energy (zero: lowest compared OMol25 entry of this formula, charge and spin)	2.1721	eV
LUMO	-0.2728	Ha
net charge	+5
gap between HOMO and LUMO	7.4005	eV
highest occupied orbital energy	-14.82	eV
spin multiplicity	1